Here is a molecular structure, C29H57Li2O10 in a non-equilibrium geometry from the OMol25 dataset. Energies are from the ωB97M-V functional and the def2-TZVPD basis.

```
98
Properties=species:S:1:pos:R:3:lowdin_charge:R:1
Li 2.451 -19.089 -12.867 0.93
Li -2.040 -18.748 -11.890 0.95
O 1.926 -16.498 -8.021 0.08
C 1.447 -16.526 -9.271 -0.94
O 2.281 -16.681 -10.156 -0.09
O 0.248 -16.613 -9.517 -0.07
H 2.861 -16.667 -8.154 0.10
C 2.897 -20.269 -0.664 -0.16
C 2.012 -19.188 -1.263 -0.17
C 2.449 -18.952 -2.704 -0.22
O 3.687 -19.564 -2.718 -0.14
C 3.779 -20.677 -1.885 -0.19
H 2.279 -21.094 -0.310 0.10
H 3.565 -19.974 0.146 0.10
H 2.048 -18.388 -0.524 0.11
H 0.997 -19.577 -1.342 0.10
H 2.463 -17.880 -2.899 0.12
H 1.762 -19.251 -3.495 0.11
H 4.827 -20.710 -1.586 0.12
H 3.368 -21.548 -2.397 0.12
C -7.195 -19.931 -8.792 -0.17
C -7.976 -19.077 -9.822 -0.14
C -6.997 -19.214 -11.021 -0.22
O -5.775 -19.603 -10.475 -0.17
C -5.753 -19.529 -9.084 -0.22
H -7.410 -20.995 -8.890 0.12
H -7.523 -19.553 -7.824 0.11
H -8.065 -18.055 -9.454 0.11
H -8.968 -19.420 -10.115 0.11
H -6.885 -18.235 -11.488 0.11
H -7.324 -19.909 -11.794 0.12
H -5.544 -18.519 -8.733 0.12
H -5.191 -20.288 -8.540 0.12
C 7.433 -13.347 -14.478 -0.16
C 8.298 -14.117 -15.402 -0.20
C 9.240 -14.994 -14.534 -0.16
O 8.455 -15.062 -13.334 -0.15
C 7.213 -14.427 -13.383 -0.22
H 6.457 -13.019 -14.832 0.11
H 7.979 -12.521 -14.022 0.12
H 8.808 -13.548 -16.179 0.11
H 7.702 -14.798 -16.009 0.11
H 10.137 -14.421 -14.301 0.11
H 9.501 -15.919 -15.048 0.11
H 6.877 -14.189 -12.374 0.12
H 6.422 -15.123 -13.662 0.10
C 0.006 -8.353 -6.054 -0.20
C -0.566 -9.725 -6.176 -0.17
C 0.044 -10.111 -7.603 -0.21
O 0.278 -8.920 -8.306 -0.13
C -0.038 -7.784 -7.486 -0.19
H 1.078 -8.479 -5.903 0.12
H -0.464 -7.779 -5.256 0.12
H -1.633 -9.725 -6.402 0.10
H -0.296 -10.279 -5.277 0.11
H -0.556 -10.882 -8.086 0.11
H 0.988 -10.555 -7.285 0.11
H -0.987 -7.313 -7.743 0.11
H 0.717 -7.009 -7.621 0.11
C 6.735 -21.994 -9.211 -0.16
C 5.942 -23.201 -9.599 -0.18
C 4.743 -22.556 -10.324 -0.20
O 5.377 -21.528 -11.115 -0.17
C 6.498 -21.004 -10.431 -0.18
H 7.800 -22.223 -9.241 0.11
H 6.420 -21.599 -8.245 0.11
H 5.694 -23.870 -8.775 0.12
H 6.514 -23.729 -10.362 0.12
H 3.970 -22.168 -9.661 0.11
H 4.273 -23.373 -10.870 0.11
H 6.408 -19.989 -10.043 0.11
H 7.290 -21.019 -11.180 0.12
C -2.825 -15.137 -3.413 -0.17
C -2.877 -14.715 -1.943 -0.16
C -3.748 -15.785 -1.209 -0.17
O -3.436 -16.944 -2.018 -0.19
C -3.402 -16.545 -3.407 -0.19
H -1.818 -15.043 -3.820 0.11
H -3.532 -14.538 -3.987 0.10
H -3.197 -13.678 -1.838 0.10
H -1.883 -14.804 -1.505 0.10
H -4.825 -15.634 -1.290 0.11
H -3.477 -15.811 -0.154 0.12
H -4.466 -16.518 -3.643 0.11
H -2.804 -17.332 -3.867 0.12
C -4.131 -11.937 -13.111 -0.20
C -5.093 -12.002 -14.238 -0.17
C -4.597 -13.275 -14.940 -0.19
O -3.195 -12.999 -14.975 -0.16
C -2.780 -12.293 -13.789 -0.18
H -4.368 -12.623 -12.297 0.11
H -3.938 -10.993 -12.602 0.11
H -5.063 -11.105 -14.857 0.12
H -6.113 -12.058 -13.858 0.11
H -4.956 -13.489 -15.947 0.12
H -4.728 -14.227 -14.425 0.11
H -2.284 -11.368 -14.082 0.11
H -2.080 -12.796 -13.123 0.11
```

## Properties
E: -51868.1648 eV
net charge: +1
relative energy (zero: lowest compared OMol25 entry of this formula, charge and spin): 234.8 kcal/mol
gap between HOMO and LUMO: 3.789 eV
LUMO: -5.90 eV

Here is 12 unconnected molecules or ions with the total composition C29H58BCl22FINO8P in a non-equilibrium geometry from the OMol25 dataset. Energies are from the ωB97M-V functional and the def2-TZVPD basis.

```
122
Properties=species:S:1:pos:R:3:lowdin_charge:R:1
C 5.366 -1.621 1.036 -0.10
C 5.375 -1.297 -0.508 -0.23
C 4.337 -0.150 -0.711 -0.17
C 3.769 0.032 -2.164 -0.23
C 4.391 -0.951 -3.217 -0.03
C 2.271 0.394 -2.324 -0.28
O 2.152 0.810 -3.699 -0.06
C 2.128 1.816 -1.594 -0.23
C 2.496 3.015 -2.540 0.01
B 2.657 4.274 -1.528 -0.58
O 1.513 5.011 -1.198 0.11
O 3.882 4.607 -0.955 0.15
O 0.824 2.156 -1.130 -0.10
C 0.280 1.107 -0.355 -0.35
P 1.297 0.615 1.162 0.91
O 2.147 1.952 1.669 -0.29
O 0.273 0.041 2.350 -0.30
C -0.051 -0.060 -1.325 -0.29
C -0.886 -1.078 -0.526 -0.12
C -1.836 -2.032 -1.319 -0.13
C -3.350 -1.780 -1.080 -0.25
O -3.912 -1.245 -2.283 -0.07
C -0.954 0.573 -2.441 -0.01
C -2.111 1.402 -1.950 -0.46
O -2.764 1.284 -0.979 0.16
F -2.436 2.429 -2.754 0.12
N 1.159 -0.605 -2.069 0.08
C 1.518 -2.030 -1.765 -0.09
C 2.112 -2.467 -0.425 -0.29
C 1.378 -3.755 0.121 -0.62
I 2.905 -5.072 0.967 0.80
H 5.234 -0.699 1.617 0.04
H 4.463 -2.239 1.198 0.02
H 6.228 -2.224 1.338 0.08
H 5.128 -2.243 -1.002 0.09
H 6.393 -0.944 -0.734 0.11
H 4.871 0.769 -0.416 0.07
H 3.568 -0.273 0.065 0.04
H 4.260 0.969 -2.482 0.14
H 5.477 -0.769 -3.148 0.10
H 4.120 -0.699 -4.248 0.05
H 4.259 -2.009 -2.958 0.07
H 2.187 0.054 -4.305 0.00
H 2.836 1.926 -0.756 0.13
H 3.470 2.874 -3.027 0.12
H 1.673 3.269 -3.218 0.13
H 1.312 4.907 -0.260 0.03
H 4.564 4.138 -1.448 0.06
H -0.658 1.508 0.079 0.12
H 1.623 2.492 2.283 0.03
H 0.113 -0.900 2.186 -0.06
H -0.324 -1.683 0.203 0.06
H -1.544 -0.475 0.124 0.12
H -1.612 -2.118 -2.394 0.11
H -1.662 -3.051 -0.918 0.11
H -3.861 -2.713 -0.778 0.03
H -3.519 -1.060 -0.259 0.12
H -4.493 -0.524 -2.032 0.08
H -1.362 -0.193 -3.127 0.11
H -0.351 1.215 -3.109 0.13
H 0.748 -0.768 -3.000 0.07
H 2.202 -2.346 -2.575 0.13
H 0.642 -2.665 -1.993 0.12
H 3.147 -2.800 -0.585 0.04
H 2.137 -1.764 0.416 0.05
H 0.878 -4.331 -0.667 0.05
H 0.732 -3.521 0.989 -0.12
C -5.920 -5.239 -1.177 -0.99
Cl -6.360 -3.724 -0.376 0.51
Cl -4.166 -5.415 -1.311 0.52
H -6.312 -6.067 -0.596 0.03
H -6.351 -5.246 -2.172 0.03
C 1.113 -1.714 -6.529 -0.93
Cl 2.643 -0.904 -6.867 0.59
Cl 0.195 -0.851 -5.277 0.66
H 0.518 -1.742 -7.435 0.04
H 1.315 -2.722 -6.183 0.04
C -0.529 -2.825 4.325 -0.93
Cl -0.430 -3.036 2.561 0.67
Cl -2.064 -3.416 4.960 0.57
H 0.280 -3.382 4.787 0.01
H -0.436 -1.769 4.557 0.03
C -5.100 -5.856 3.958 -1.02
Cl -5.384 -7.597 3.854 0.52
Cl -5.296 -5.070 2.388 0.48
H -5.812 -5.426 4.655 0.03
H -4.087 -5.688 4.308 -0.01
C -1.127 5.571 1.199 -1.03
Cl -1.605 4.439 -0.067 0.58
Cl 0.244 4.941 2.135 0.57
H -0.836 6.509 0.738 0.03
H -1.972 5.728 1.866 -0.08
C -0.155 -6.209 6.644 -1.02
Cl 0.613 -4.793 7.372 0.52
Cl 0.734 -6.764 5.221 0.51
H -0.184 -7.008 7.377 0.03
H -1.163 -5.942 6.343 -0.01
C 6.751 4.437 0.684 -1.02
Cl 8.402 4.978 0.988 0.53
Cl 6.723 2.827 -0.060 0.53
H 6.216 4.393 1.626 0.03
H 6.267 5.140 0.014 0.01
C -8.421 -1.580 2.342 -1.04
Cl -8.401 -3.035 3.345 0.49
Cl -9.947 -0.704 2.494 0.51
H -7.612 -0.929 2.656 0.02
H -8.286 -1.870 1.306 0.00
C 2.484 0.777 4.886 -1.01
Cl 3.161 0.259 6.432 0.54
Cl 3.288 -0.010 3.524 0.57
H 1.429 0.522 4.862 0.01
H 2.610 1.852 4.794 0.03
C -4.943 6.210 1.053 -0.95
Cl -3.854 7.512 0.552 0.58
Cl -4.120 5.021 2.071 0.57
H -5.766 6.641 1.613 0.03
H -5.319 5.709 0.167 0.04
C -4.315 8.950 -2.690 -1.05
Cl -3.521 7.848 -3.822 0.50
Cl -5.807 9.611 -3.368 0.51
H -4.554 8.405 -1.784 -0.06
H -3.639 9.768 -2.464 0.03
```

## Properties
E: -345155.7403 eV
net charge: +1
relative energy (zero: lowest compared OMol25 entry of this formula, charge and spin): 0.0 kcal/mol
gap between HOMO and LUMO: 8.536 eV
LUMO: -2.16 eV